(1)
{
  "formula": "C43H58GeN5O5S5V",
  "method": "wB97M-V/def2-TZVPD",
  "multiplicity": 3,
  "e_lumo_ev": [-6.31, -5.28],
  "charge": 2,
  "homo_ev": [-12.202, -12.119],
  "s_squared": 2.320,
  "symbols": ["V", "C", "C", "S", "C", "C", "S", "C", "C", "S", "C", "C", "S", "H", "H", "H", "H", "H", "H", "H", "H", "H", "H", "H", "H", "H", "H", "H", "H", "C", "C", "N", "C", "C", "C", "O", "C", "C", "C", "C", "N", "C", "H", "H", "H", "H", "H", "H", "H", "H", "H", "H", "H", "H", "H", "H", "C", "Ge", "C", "C", "C", "C", "C", "C", "C", "C", "C", "C", "C", "C", "C", "C", "C", "C", "H", "H", "H", "H", "H", "H", "H", "H", "H", "H", "H", "H", "H", "H", "H", "C", "C", "S", "O", "O", "C", "C", "N", "C", "N", "C", "C", "N", "O", "O", "C", "H", "H", "H", "H", "H", "H", "H", "H", "H", "H", "H", "H", "H"],
  "positions_angstrom": [[0.0575, 0.0295, -0.4952], [0.6912, 0.4748, 4.0641], [0.4174, 1.9699, 3.9023], [-1.1583, 2.3273, 3.0679], [-0.7431, 3.7961, 2.0801], [-0.2948, 3.4780, 0.6416], [0.7928, 2.0248, 0.6682], [2.4602, 2.6073, 0.2276], [3.2110, 1.5566, -0.5934], [2.5529, -0.1361, -0.5625], [3.2258, -0.8289, 0.9772], [2.7248, -0.2670, 2.3056], [0.9577, -0.5613, 2.5849], [-0.1225, -0.0104, 4.6032], [1.5905, 0.3446, 4.6693], [1.2258, 2.4606, 3.3633], [0.3618, 2.4090, 4.8977], [0.0178, 4.3662, 2.6110], [-1.6471, 4.4029, 2.0523], [0.2416, 4.3118, 0.1884], [-1.1492, 3.2291, 0.0153], [2.9717, 2.7959, 1.1686], [2.3850, 3.5578, -0.3002], [4.2566, 1.4990, -0.2921], [3.1952, 1.8116, -1.6520], [4.3054, -0.6951, 0.9042], [3.0334, -1.9016, 0.8989], [2.9318, 0.8027, 2.3879], [3.2655, -0.7753, 3.1042], [-3.9948, -1.6352, -4.2119], [-4.9357, -1.5342, -3.0286], [-5.5480, -0.2086, -2.8720], [-6.5511, 0.2156, -3.8607], [-6.0192, 1.2491, -4.8427], [-5.2922, 0.6337, -1.8604], [-5.8713, 1.6939, -1.6685], [-4.2452, 0.2418, -0.8517], [-4.6385, -0.0696, 0.4454], [-3.6775, -0.3521, 1.3971], [-2.3501, -0.2625, 1.0404], [-1.9492, 0.0947, -0.1991], [-2.9051, 0.3287, -1.1319], [-3.5249, -2.6210, -4.2284], [-3.2135, -0.8746, -4.1576], [-4.5215, -1.5016, -5.1587], [-4.4119, -1.7956, -2.1089], [-5.7473, -2.2575, -3.1333], [-7.4074, 0.6171, -3.3222], [-6.8708, -0.6831, -4.3870], [-5.7205, 2.1552, -4.3145], [-6.7980, 1.5121, -5.5609], [-5.1632, 0.8510, -5.3935], [-5.6937, -0.0856, 0.6920], [-3.9447, -0.6149, 2.4115], [-1.5689, -0.4614, 1.7593], [-2.5706, 0.6394, -2.1140], [0.0813, -3.4725, 1.3629], [0.3821, -2.5927, -0.3589], [-1.2194, -3.2184, -1.3396], [-2.4565, -3.2423, -0.6850], [-3.5564, -3.8678, -1.2557], [-3.4422, -4.4699, -2.5043], [-2.2296, -4.4366, -3.1773], [-1.1249, -3.8197, -2.5974], [1.9310, -3.2725, -1.3637], [2.0742, -2.7484, -2.6259], [2.9656, -3.2814, -3.5826], [3.7453, -4.3459, -3.2487], [3.7061, -4.8839, -1.9386], [4.5841, -5.9383, -1.5774], [4.5947, -6.4419, -0.3131], [3.7237, -5.9033, 0.6594], [2.8605, -4.8975, 0.3376], [2.8035, -4.3518, -0.9769], [0.0038, -4.5394, 1.1476], [-0.8727, -3.1330, 1.7733], [0.8463, -3.2983, 2.1134], [-2.5698, -2.7905, 0.2942], [-4.5007, -3.8950, -0.7236], [-4.2947, -4.9716, -2.9455], [-2.1326, -4.9047, -4.1502], [-0.1820, -3.8284, -3.1321], [1.4805, -1.8877, -2.9188], [3.0111, -2.8587, -4.5791], [4.4151, -4.7901, -3.9769], [5.2610, -6.3278, -2.3301], [5.2720, -7.2438, -0.0484], [3.7418, -6.2940, 1.6700], [2.2178, -4.5048, 1.1024], [-3.0782, 3.9327, -7.5897], [-3.1706, 3.7565, -6.0710], [-2.0947, 2.5167, -5.4324], [-2.1674, 2.5287, -3.9826], [-2.3219, 1.2801, -6.1418], [-0.4676, 3.0737, -5.8692], [0.5579, 1.9458, -5.7380], [0.3012, 1.0523, -4.5842], [0.3874, 1.4344, -3.3009], [-0.0717, 0.4737, -2.4867], [-0.5068, -0.5549, -3.3098], [-0.2540, -0.2134, -4.5814], [-0.4190, -1.0709, -5.7379], [-1.0133, -2.1045, -5.5391], [0.0841, -0.7222, -6.7857], [0.7937, 2.8039, -2.8966], [-4.0109, 4.3518, -7.9619], [-2.9271, 2.9773, -8.0926], [-2.2777, 4.6164, -7.8702], [-4.1504, 3.3927, -5.7522], [-2.9403, 4.6642, -5.5089], [-0.2470, 3.9206, -5.2196], [-0.4980, 3.4142, -6.9048], [1.5459, 2.3785, -5.6100], [0.5718, 1.3285, -6.6226], [-0.9795, -1.4578, -2.9517], [1.6329, 3.1740, -3.4862], [1.0629, 2.8103, -1.8473], [-0.0568, 3.4762, -3.0311]],
  "lowdin_charge": [0.375, -0.480, -0.524, 0.879, -0.498, -0.429, 0.820, -0.430, -0.442, 0.871, -0.443, -0.475, 0.849, 0.083, 0.091, 0.056, 0.087, 0.087, 0.083, 0.092, 0.082, 0.082, 0.087, 0.099, 0.072, 0.101, 0.065, 0.072, 0.099, -0.046, -0.185, -0.032, -0.172, -0.066, -0.437, 0.091, -0.094, 0.058, -0.011, -0.165, -0.045, -0.027, 0.054, 0.060, 0.089, 0.080, 0.132, 0.126, 0.124, 0.069, 0.087, 0.060, 0.146, 0.129, 0.055, 0.112, -0.261, 0.923, -0.311, -0.119, -0.086, -0.081, -0.072, -0.107, -0.280, -0.170, -0.060, -0.013, -0.155, -0.023, -0.060, -0.058, -0.049, -0.155, 0.048, 0.016, -0.011, 0.081, 0.119, 0.121, 0.122, 0.097, 0.063, 0.109, 0.123, 0.121, 0.113, 0.112, 0.064, -0.091, -0.279, 0.653, -0.313, -0.284, -0.192, -0.087, 0.067, -0.294, 0.009, -0.053, -0.132, -0.311, 0.125, 0.114, 0.034, 0.089, 0.085, 0.079, 0.096, 0.115, 0.105, 0.115, 0.136, 0.116, 0.099, 0.107, 0.030, 0.096]
}

---

(2)
{
  "formula": "C4H12",
  "method": "wB97M-V/def2-TZVPD",
  "multiplicity": 1,
  "e_lumo_ev": 1.14,
  "charge": 0,
  "e_above_lowest_ev": 1.278,
  "homo_ev": -11.210,
  "smiles": "CC.CC",
  "symbols": ["C", "C", "H", "H", "H", "H", "H", "H", "C", "C", "H", "H", "H", "H", "H", "H"],
  "positions_angstrom": [[-0.7550, -2.2010, 0.3101], [0.6015, -1.7581, 0.7394], [-0.7696, -2.1035, -0.8543], [-0.7988, -3.2416, 0.4728], [-1.6989, -1.6896, 0.6563], [0.7798, -1.0103, 1.5828], [1.3284, -1.3239, -0.0200], [1.0173, -2.7360, 1.0806], [-0.3426, 1.3936, -0.1879], [0.3321, 2.6131, -0.8414], [-0.3565, 0.5239, -0.8588], [0.4227, 1.0528, 0.6769], [-1.3883, 1.6061, -0.0207], [1.4035, 2.5770, -0.7384], [0.0214, 2.8629, -1.8191], [0.2030, 3.4347, -0.1783]],
  "lowdin_charge": [-0.204, -0.233, 0.096, 0.031, 0.083, 0.071, 0.078, 0.064, -0.165, -0.173, 0.043, 0.105, 0.055, 0.055, 0.049, 0.047]
}

---

(3)
{
  "formula": "C4H8O",
  "method": "wB97M-V/def2-TZVPD",
  "multiplicity": 1,
  "e_lumo_ev": 0.96,
  "charge": 0,
  "e_above_lowest_ev": 1.732,
  "homo_ev": -9.305,
  "smiles": "C=CCCO",
  "symbols": ["C", "C", "C", "C", "O", "H", "H", "H", "H", "H", "H", "H", "H"],
  "positions_angstrom": [[-1.3609, 0.9926, -1.2725], [-0.9836, 0.4345, -0.0215], [-0.0769, -0.8015, 0.0498], [1.4075, -0.3397, 0.2796], [1.3621, 0.4536, 1.4917], [-1.1986, 0.5457, -2.2810], [-1.9717, 1.8506, -1.2970], [-1.2258, 0.8970, 0.9894], [-0.2658, -1.3622, -0.8362], [-0.3740, -1.5479, 0.8665], [1.5723, 0.2923, -0.5725], [1.9870, -1.2491, 0.3853], [1.1282, -0.1659, 2.2185]],
  "lowdin_charge": [0.010, -0.153, -0.224, -0.228, -0.103, 0.061, 0.012, 0.110, 0.082, 0.123, 0.108, 0.106, 0.097]
}